# C3H8O2

2 unconnected molecules or ions with the total composition C3H8O2 (ωB97M-V/def2-TZVPD, OMol25).

As for the spin multiplicity: 1. The energy above the lowest of the compared OMol25 structures with the same formula, charge and spin comes out at 83.6 kcal per mole. The calculation puts the calculated total energy at -7332.42391 eV. As for the total charge: 0. The calculation puts the gap between HOMO and LUMO at 8.9 eV.

CARTESIAN COORDINATES (ANGSTROEM)
1 O -0.5177 0.2848 1.1770
2 C 0.4268 0.9919 0.3648
3 C 1.3860 -0.0180 -0.2312
4 C -1.7750 -1.3030 -1.3287
5 O -1.3531 -1.8820 -0.2393
6 H -1.1731 0.9105 1.5103
7 H 0.9682 1.7167 0.9865
8 H -0.0973 1.5398 -0.4305
9 H 1.8484 -0.6149 0.5611
10 H 2.1744 0.4950 -0.7893
11 H -1.6935 -0.1868 -1.1218
12 H 0.8708 -0.6969 -0.9159
13 H -1.0648 -1.2371 0.4569

Forces on atoms 1 to 2 (eV/Å):
-0.21 0.09 0.12
0.26 0.17 -0.16